The following is a DFT calculation (wB97M-V/def2-TZVPD) of a molecular structure, C31H7F15GeMgN2O6S.

Results
Frontier orbital gap, eV: 7.2
Net charge: -2
E_tot, Eh: -5920.00677
E_LUMO, Eh: 0.1390
E_HOMO, eV: -3.428

XYZ file:
```
64
Properties=species:S:1:pos:R:3:mulliken_charge:R:1
Mg 0.3864 1.9067 -2.5362 1.156
O 1.9536 5.3480 -3.9849 -0.749
C 1.7217 4.2479 -3.4975 0.511
O 0.6059 3.6525 -3.3811 -0.643
C 2.9117 3.4471 -2.9478 0.201
C 4.2062 3.9386 -3.0134 -0.531
C 5.2343 3.1548 -2.5192 -0.184
C 4.9360 1.9128 -1.9764 -0.867
C 3.6138 1.5038 -1.9376 -0.096
N 2.6232 2.2586 -2.4124 -0.069
H 4.3626 4.9141 -3.4503 0.484
H 6.2590 3.5055 -2.5539 0.393
H 5.7080 1.2705 -1.5756 0.412
H 3.3145 0.5639 -1.4918 0.488
O -5.7468 1.5095 0.9650 -0.779
C -5.2181 0.6413 0.2399 0.345
O -5.4936 -0.5682 0.1188 -0.765
C -3.9919 1.1207 -0.5714 0.346
C -3.4097 2.3515 -0.2868 -0.834
C -2.2374 2.7066 -0.9199 -0.273
N -1.6394 1.9122 -1.8122 -0.315
C -2.2100 0.7539 -2.1213 0.281
C -3.3895 0.3225 -1.5332 -0.339
C -1.4208 -0.1080 -3.1361 0.861
O -1.8725 -1.1988 -3.4557 -0.750
O -0.3273 0.4249 -3.5493 -0.720
H -3.8799 2.9875 0.4516 0.516
H -1.7336 3.6403 -0.6970 0.440
H -3.8122 -0.6382 -1.7827 0.480
F -0.1619 -2.1237 3.7699 -0.281
C 1.1160 -1.7621 3.5985 0.761
C 1.5305 -1.1497 2.4249 -0.405
C 2.8904 -0.8585 2.3691 0.047
F 3.4518 -0.3099 1.2917 -0.160
C 3.7660 -1.1349 3.4068 -0.237
F 5.0696 -0.8386 3.2990 -0.319
C 3.2993 -1.7321 4.5603 0.851
F 4.1375 -2.0034 5.5683 -0.329
C 1.9619 -2.0527 4.6572 -0.293
F 1.4984 -2.6429 5.7687 -0.313
Ge 0.2483 -0.6537 0.9400 1.360
S 1.0160 1.0310 -0.0952 -0.756
C 0.1668 -2.2672 -0.2232 -0.466
C 1.3190 -2.9646 -0.5494 0.496
F 2.5035 -2.6289 -0.0016 -0.357
C 1.3325 -4.0216 -1.4373 -0.071
F 2.4710 -4.6797 -1.7141 -0.337
C 0.1523 -4.4080 -2.0462 0.816
F 0.1511 -5.4365 -2.9023 -0.340
C -1.0184 -3.7352 -1.7650 -0.103
F -2.1535 -4.1199 -2.3409 -0.338
C -0.9891 -2.6775 -0.8690 0.497
F -2.1399 -2.0573 -0.6363 -0.206
C -1.5075 -0.4348 1.8362 0.555
C -2.3804 -1.4814 2.0931 -0.012
F -2.0044 -2.7491 1.8397 -0.494
C -3.6299 -1.3111 2.6514 0.084
F -4.4196 -2.3624 2.8848 -0.376
C -4.0445 -0.0420 3.0161 0.685
F -5.2193 0.1283 3.6077 -0.400
C -3.1953 1.0281 2.8124 0.602
F -3.5515 2.2537 3.2063 -0.434
C -1.9520 0.8171 2.2345 -0.241
F -1.1690 1.8992 2.1129 -0.484
```